No. 1
DFT (ωB97M-V with the def2-TZVPD basis set) results for C44H107CdN6O22 as an isolated structure in a non-equilibrium geometry.

Calculated values
- HOMO level: -4.201 eV
- Gap between HOMO and LUMO: 6.03 eV
- E_tot: -3891.925340 a.u.
- Total charge: -1

Positions of all 180 atoms, in Å:
Cd -1.474 0.078 -0.407
C 0.361 -3.080 -2.735
C -0.408 -2.115 -1.948
C -1.998 -2.225 -1.958
O -2.592 -1.521 -1.166
C -2.613 -3.180 -2.870
C -1.795 -4.002 -3.651
C -0.285 -3.903 -3.582
O 0.429 -4.612 -4.395
O -2.483 -4.791 -4.385
O 0.015 -1.065 -1.447
H 1.407 -2.865 -2.571
H -3.692 -3.226 -2.885
C -2.629 1.399 3.232
C -3.181 1.855 1.899
O -2.835 1.089 0.789
H -1.552 1.292 3.359
H -3.013 0.440 3.580
H -2.850 2.113 4.026
H -3.086 2.925 1.713
H -4.261 1.874 2.046
O -0.225 2.988 -3.793
H 0.451 3.665 -3.823
H -0.629 3.014 -4.661
O -0.908 -1.215 1.177
H -0.054 -1.565 1.430
H -1.536 -1.712 1.702
O -1.692 1.255 -2.213
H -2.063 0.856 -3.001
H -1.210 2.017 -2.534
O -5.376 -0.193 -0.203
H -4.709 0.377 0.180
H -4.880 -0.889 -0.633
O 0.275 1.358 0.192
H 1.083 0.894 -0.027
H 0.484 1.839 0.993
C 1.382 5.603 -5.269
O 1.470 5.165 -3.939
C 1.934 6.314 -3.155
C 1.823 5.912 -1.635
N 0.408 5.943 -1.236
C 0.225 5.230 0.074
C -1.128 4.608 0.151
O -2.115 5.653 -0.060
C -3.374 5.205 -0.498
H 0.931 4.876 -5.945
H 2.374 5.884 -5.621
H 0.720 6.467 -5.339
H 1.437 7.251 -3.407
H 2.994 6.500 -3.328
H 2.429 6.629 -1.081
H 2.313 4.946 -1.513
H -0.165 5.548 -1.967
H 0.281 5.894 0.936
H 1.029 4.516 0.252
H -1.262 3.978 1.030
H -1.225 3.935 -0.701
H -3.366 4.715 -1.471
H -3.950 6.102 -0.726
H -3.886 4.552 0.208
C 7.050 -1.723 -0.389
O 6.191 -1.617 -1.557
C 5.155 -0.624 -1.407
C 3.966 -0.950 -2.356
N 2.819 -0.089 -1.985
C 2.721 1.189 -2.733
C 3.873 2.131 -2.892
O 3.941 2.921 -1.719
C 5.109 3.767 -1.512
H 6.536 -1.749 0.571
H 7.668 -0.832 -0.282
H 7.635 -2.634 -0.516
H 5.627 0.354 -1.497
H 4.809 -0.771 -0.384
H 3.714 -1.999 -2.203
H 4.357 -0.840 -3.368
H 1.945 -0.591 -1.913
H 1.871 1.683 -2.262
H 2.313 1.008 -3.727
H 3.649 2.812 -3.713
H 4.766 1.596 -3.214
H 5.998 3.176 -1.295
H 5.140 4.486 -0.692
H 5.342 4.289 -2.440
C 0.720 3.040 3.673
O 1.317 2.637 2.445
C 2.607 1.997 2.606
C 3.228 1.469 1.311
N 2.747 0.141 0.982
C 3.223 -0.882 1.872
C 2.919 -2.305 1.376
O 1.510 -2.675 1.413
C 1.177 -3.777 0.556
H 1.444 3.404 4.402
H 0.245 2.171 4.129
H -0.060 3.795 3.574
H 2.730 1.275 3.413
H 3.326 2.783 2.837
H 4.316 1.417 1.295
H 2.893 2.151 0.530
H 2.994 -0.087 0.030
H 2.723 -0.805 2.837
H 4.283 -0.952 2.120
H 3.571 -2.973 1.938
H 3.217 -2.480 0.342
H 1.638 -3.730 -0.430
H 0.103 -3.673 0.402
H 1.447 -4.746 0.977
C -5.499 4.188 -3.402
O -5.719 2.813 -3.789
C -5.122 1.803 -2.914
C -4.956 0.509 -3.669
N -3.722 0.540 -4.439
C -3.588 -0.710 -5.248
C -2.137 -1.010 -5.782
O -1.740 -0.164 -6.874
C -2.492 -0.268 -8.101
H -5.423 4.318 -2.322
H -6.428 4.652 -3.732
H -4.633 4.667 -3.859
H -5.871 1.799 -2.121
H -4.245 2.160 -2.376
H -5.796 0.403 -4.355
H -4.932 -0.321 -2.962
H -3.897 1.319 -5.058
H -4.317 -0.779 -6.055
H -3.947 -1.531 -4.629
H -2.199 -2.074 -6.012
H -1.351 -0.992 -5.027
H -2.058 0.394 -8.850
H -3.561 -0.060 -8.045
H -2.322 -1.243 -8.557
C 0.279 -1.031 4.257
O 1.219 -1.406 5.291
C 1.156 -2.803 5.411
C 2.207 -3.380 6.382
N 3.561 -3.308 5.878
C 3.865 -4.294 4.804
C 5.307 -4.033 4.239
O 5.369 -2.766 3.613
C 6.670 -2.401 3.181
H 0.575 -1.524 3.331
H 0.308 0.025 3.991
H -0.769 -1.266 4.439
H 1.397 -3.190 4.421
H 0.140 -3.087 5.685
H 2.051 -4.397 6.743
H 2.055 -2.648 7.175
H 3.673 -2.404 5.441
H 3.087 -4.187 4.048
H 3.896 -5.337 5.121
H 5.474 -4.732 3.419
H 6.081 -4.155 4.997
H 6.708 -1.424 2.700
H 7.143 -3.141 2.536
H 7.378 -2.394 4.010
C -3.430 -5.263 4.885
O -2.167 -4.633 4.648
C -1.579 -4.874 3.339
C -2.384 -4.206 2.230
N -2.541 -2.809 2.469
C -3.636 -2.176 1.691
C -5.036 -2.501 2.377
O -4.997 -2.069 3.711
C -6.277 -1.991 4.441
H -3.602 -5.024 5.934
H -3.315 -6.346 4.842
H -4.261 -4.831 4.328
H -1.569 -5.941 3.119
H -0.601 -4.394 3.364
H -3.275 -4.787 1.991
H -1.893 -4.298 1.261
H -2.828 -2.654 3.425
H -3.596 -2.514 0.655
H -3.393 -1.118 1.781
H -5.193 -3.576 2.467
H -5.814 -2.013 1.790
H -6.883 -2.873 4.231
H -6.801 -1.058 4.233
H -6.072 -1.962 5.511

No. 2
DFT (ωB97M-V with the def2-TZVPD basis set) results for a single C19H34BrF3N2O7S molecule in a non-equilibrium geometry.

Calculated values
- HOMO level: -8.609 eV
- Gap between HOMO and LUMO: 9.19 eV
- E_tot: -4652.290481 a.u.
- SMILES: CCOCCO[C@H](CCCO)O[C@H](N)[C@](CSCC)(O[C@@H](Br)C(F)(F)F)N(C(C)=O)C(C)=O
- Total charge: 0

Positions of all 67 atoms, in Å:
C 3.356 -2.662 2.773
C 4.118 -1.377 2.372
O 4.672 -1.554 1.081
C 4.106 -0.740 0.070
C 2.974 -1.449 -0.703
O 2.474 -0.516 -1.641
C 1.099 -0.659 -1.926
C 0.992 -0.801 -3.463
C -0.123 -1.770 -3.891
C 0.200 -3.256 -3.636
O 1.440 -3.446 -2.931
O 0.483 0.504 -1.397
C -0.933 0.458 -1.407
N -1.390 1.146 -2.629
C -1.541 1.123 -0.098
C -2.804 1.874 -0.496
S -3.859 2.523 0.868
C -3.040 2.349 2.485
C -3.336 3.596 3.357
O -0.494 1.896 0.499
C -0.203 3.109 -0.072
Br -0.985 4.644 0.895
C 1.365 3.267 -0.017
F 1.762 4.430 0.390
F 1.849 3.100 -1.236
F 1.918 2.343 0.719
N -1.809 0.043 0.866
C -0.685 -0.802 1.118
C 0.437 -0.393 2.044
O -0.651 -1.886 0.638
C -3.023 -0.709 0.625
C -3.915 -0.931 1.839
O -3.366 -1.139 -0.417
H 4.082 -3.472 2.781
H 2.622 -2.852 1.989
H 2.896 -2.525 3.753
H 4.923 -1.233 3.101
H 3.462 -0.506 2.454
H 4.920 -0.466 -0.604
H 3.688 0.208 0.437
H 2.238 -1.784 0.034
H 3.436 -2.312 -1.195
H 0.730 -1.593 -1.493
H 0.943 0.160 -3.975
H 1.930 -1.253 -3.784
H -1.093 -1.526 -3.453
H -0.261 -1.649 -4.970
H -0.590 -3.689 -3.012
H 0.229 -3.856 -4.549
H 1.261 -4.097 -2.244
H -1.239 -0.585 -1.509
H -0.599 1.448 -3.179
H -2.028 0.569 -3.159
H -2.616 2.711 -1.158
H -3.446 1.222 -1.084
H -1.978 2.128 2.457
H -3.512 1.512 3.002
H -2.423 4.132 3.615
H -3.800 3.295 4.299
H -4.058 4.256 2.878
H -0.471 3.197 -1.122
H 0.489 -1.146 2.827
H 0.273 0.608 2.443
H 1.345 -0.370 1.447
H -4.523 -1.809 1.647
H -4.566 -0.053 1.874
H -3.353 -0.980 2.772

No. 3
DFT (ωB97M-V with the def2-TZVPD basis set) results for C33H40IN4OPTi as an isolated structure in a non-equilibrium geometry.

Calculated values
- HOMO level (alpha / beta): -5.790 / -5.791 eV
- Gap between HOMO and LUMO (alpha / beta): 5.32 / 5.32 eV
- E_tot: -3064.281864 a.u.
- Energy above the lowest of the compared OMol25 structures with the same formula, charge and spin: 38.0 kcal/mol
- Total charge: 0

Positions of all 81 atoms, in Å:
Ti -0.473 0.114 -1.191
C -2.615 1.234 -3.172
C -3.434 0.277 -2.259
N -2.776 0.109 -0.951
C -3.277 1.030 0.084
C -2.142 1.509 0.991
N -0.925 1.754 0.223
C -0.829 3.040 -0.477
C -1.612 3.010 -1.793
N -1.431 1.722 -2.472
H -2.289 0.692 -4.060
H -3.245 2.062 -3.512
H -4.453 0.654 -2.131
H -3.509 -0.697 -2.738
H -2.928 -0.845 -0.636
H -3.753 1.880 -0.403
H -4.049 0.557 0.698
H -2.465 2.401 1.542
H -1.918 0.719 1.710
H -0.138 1.700 0.862
H -1.184 3.868 0.149
H 0.227 3.202 -0.697
H -2.672 3.166 -1.594
H -1.286 3.844 -2.422
H -0.652 1.785 -3.132
C 1.141 3.915 4.157
C 0.480 2.716 4.382
C 0.753 1.605 3.596
C 1.697 1.681 2.572
C 2.342 2.899 2.343
C 2.073 4.007 3.133
P 2.182 0.297 1.438
C 3.444 -0.515 2.502
C 3.696 -1.874 2.299
C 4.696 -2.525 3.003
C 5.480 -1.820 3.906
C 5.266 -0.463 4.084
C 4.257 0.188 3.387
C 0.755 -0.856 1.596
C 0.640 -1.552 2.808
C -0.400 -2.427 3.045
C -1.331 -2.641 2.046
C -1.221 -1.968 0.843
C -0.201 -1.044 0.528
H 0.929 4.779 4.773
H -0.248 2.644 5.180
H 0.229 0.676 3.781
H 3.064 2.963 1.535
H 2.586 4.942 2.952
H 3.092 -2.425 1.588
H 4.865 -3.583 2.845
H 6.260 -2.325 4.461
H 5.889 0.094 4.774
H 4.106 1.248 3.543
H 1.383 -1.402 3.583
H -0.481 -2.938 3.996
H -2.140 -3.346 2.199
H -1.961 -2.224 0.089
C -0.350 -1.720 -2.450
C -1.544 -2.449 -2.899
C -2.160 -2.164 -4.131
C -3.267 -2.868 -4.573
C -3.811 -3.887 -3.802
C -3.202 -4.213 -2.598
C -2.088 -3.513 -2.160
H 0.298 -2.400 -1.887
H 0.179 -1.300 -3.309
H -1.731 -1.394 -4.764
H -3.703 -2.634 -5.538
H -4.679 -4.438 -4.142
H -3.584 -5.036 -2.005
H -1.602 -3.813 -1.240
N 2.731 -0.692 -1.827
C 2.238 0.539 -2.160
O 1.091 0.851 -1.631
C 2.939 1.413 -2.953
I 0.790 1.080 -5.127
H 2.046 -1.332 -1.456
H 3.439 -1.091 -2.420
H 3.869 1.122 -3.418
H 2.606 2.427 -3.095

No. 4
DFT (ωB97M-V with the def2-TZVPD basis set) results for a single C5H14NO3P molecule in a non-equilibrium geometry.

Calculated values
- HOMO level: -9.486 eV
- Gap between HOMO and LUMO: 9.92 eV
- E_tot: -820.673247 a.u.
- Energy above the lowest of the compared OMol25 structures with the same formula, charge and spin: 80.1 kcal/mol
- SMILES: CC[P@@](=O)([O-])O[N+](C)(C)C
- Total charge: 0

Positions of all 24 atoms, in Å:
C -3.700 -0.833 0.179
C 2.673 -0.675 -0.708
C 1.514 0.257 1.265
C 1.509 1.401 -0.816
C -2.221 -1.028 0.406
N 1.574 0.087 -0.201
O -1.560 1.056 -1.556
O -0.980 1.395 0.830
O 0.363 -0.527 -0.451
P -1.329 0.446 -0.229
H -3.923 0.220 0.581
H -4.019 -0.705 -0.934
H -4.278 -1.525 0.727
H 2.564 -0.709 -1.806
H 3.636 -0.236 -0.467
H 2.612 -1.672 -0.209
H 0.506 0.468 1.520
H 1.894 -0.713 1.636
H 2.189 0.928 1.684
H 0.510 1.856 -0.765
H 2.473 1.919 -0.291
H 1.976 1.409 -1.823
H -1.815 -1.816 -0.128
H -2.168 -1.002 1.556

Question: total charge of number 2 (C19H34BrF3N2O7S)?
Answer: 0

Question: total charge of number 1 (C44H107CdN6O22)?
Answer: -1